Entry 1:
DFT (ωB97M-V/def2-TZVPD) results for a molecular structure, C32H45Cl2N2PZr.

Summary:
Net charge: 0

```
83
Properties=species:S:1:pos:R:3:lowdin_charge:R:1
P -0.19 1.15 -3.33 1.053
C -1.82 0.39 -3.58 -0.467
C -2.43 1.10 -4.79 -0.234
C -3.88 0.63 -4.99 -0.204
C -3.98 -0.90 -5.07 -0.212
C -3.33 -1.61 -3.87 -0.199
C -1.88 -1.16 -3.64 -0.194
C 1.27 0.29 -3.94 -0.471
C 1.21 0.52 -5.45 -0.246
C 2.58 0.11 -6.02 -0.207
C 2.93 -1.34 -5.66 -0.209
C 2.81 -1.66 -4.15 -0.198
C 1.48 -1.19 -3.55 -0.193
C -0.10 2.97 -3.10 -0.469
C -1.20 3.46 -2.13 -0.229
C -1.16 5.00 -1.99 -0.198
C 0.22 5.48 -1.52 -0.216
C 1.38 4.88 -2.33 -0.200
C 1.25 3.35 -2.45 -0.223
H -2.38 0.67 -2.65 0.097
H -1.81 0.89 -5.68 0.107
H -2.41 2.20 -4.64 0.097
H -4.26 1.07 -5.93 0.103
H -4.49 1.00 -4.15 0.115
H -5.03 -1.19 -5.16 0.102
H -3.50 -1.25 -5.99 0.112
H -3.91 -1.39 -2.95 0.115
H -3.35 -2.69 -4.05 0.108
H -1.49 -1.60 -2.71 0.092
H -1.24 -1.52 -4.45 0.099
H 2.13 0.84 -3.51 0.109
H 3.35 0.79 -5.61 0.114
H 1.02 1.57 -5.69 0.102
H 0.39 -0.08 -5.88 0.111
H 2.55 0.23 -7.12 0.103
H 3.94 -1.56 -6.00 0.102
H 2.27 -2.02 -6.22 0.110
H 2.92 -2.75 -4.00 0.109
H 3.62 -1.15 -3.61 0.112
H 1.48 -1.31 -2.45 0.092
H 0.65 -1.81 -3.91 0.092
H -0.22 3.38 -4.13 0.110
H -2.19 3.14 -2.47 0.099
H -1.01 2.98 -1.15 0.069
H -1.38 5.47 -2.96 0.114
H -1.93 5.30 -1.27 0.107
H 0.35 5.20 -0.46 0.109
H 0.26 6.57 -1.57 0.102
H 2.34 5.11 -1.84 0.106
H 1.38 5.33 -3.33 0.114
H 2.09 2.95 -3.02 0.097
H 1.27 2.87 -1.45 0.083
Zr -0.03 -0.74 1.29 0.859
Cl 1.74 0.54 0.35 -0.081
Cl -1.63 0.79 0.51 0.007
C -0.49 -2.33 -0.07 -0.322
H -1.48 -2.48 -0.52 -0.001
C 0.33 -3.51 -0.18 -0.398
C 1.75 -3.39 -0.09 -0.114
C 2.57 -4.52 -0.08 -0.118
C 2.03 -5.82 -0.17 -0.121
C 0.64 -5.95 -0.30 -0.118
C -0.19 -4.84 -0.34 -0.069
H 2.19 -2.38 -0.05 0.057
H 3.65 -4.41 0.00 0.092
H 0.23 -6.95 -0.37 0.093
H -1.27 -4.96 -0.47 0.100
H 2.68 -6.69 -0.16 0.089
N 1.48 -0.84 5.21 0.139
C 1.06 -1.40 4.07 -0.105
N 0.25 -0.54 3.41 -0.106
C 0.07 0.59 4.25 -0.212
C -0.43 1.85 3.91 0.001
C -0.28 2.88 4.87 -0.056
C 0.37 2.65 6.11 -0.069
C 1.00 1.42 6.36 -0.008
C 0.84 0.41 5.39 -0.172
H 2.16 -1.23 5.86 0.170
H 1.38 -2.38 3.71 0.155
H -0.84 1.99 2.90 0.072
H -0.67 3.88 4.67 0.112
H 0.37 3.45 6.86 0.113
H 1.54 1.21 7.28 0.113
```

Entry 2:
DFT (ωB97M-V/def2-TZVPD) results for 7 unconnected molecules or ions with the total composition C55H50BNO29P2S.

Summary:
Net charge: 0

```
139
Properties=species:S:1:pos:R:3:lowdin_charge:R:1
C 8.69 -2.74 2.65 -0.080
C 7.83 -1.79 1.83 -0.405
C 8.42 -1.73 0.41 -0.070
C 7.88 -0.36 2.44 -0.140
C 6.68 -0.02 3.34 -0.121
N 5.78 1.07 2.91 -0.038
C 4.80 0.67 1.96 -0.221
C 3.67 0.04 2.45 0.012
C 2.65 -0.36 1.60 -0.186
P 1.19 -1.09 2.31 0.468
O 0.07 -0.13 2.27 -0.237
O 0.82 -2.45 1.63 -0.078
O 1.52 -1.45 3.85 -0.121
C 2.71 -0.14 0.22 -0.066
B 1.58 -0.50 -0.83 -0.616
O 1.23 -1.79 -1.19 0.144
O 0.88 0.51 -1.40 0.216
C 3.85 0.51 -0.26 -0.041
C 4.88 0.90 0.60 -0.402
S 6.28 1.74 -0.06 1.056
C 6.72 2.75 1.33 -0.411
C 6.42 2.30 2.62 -0.240
C 6.75 3.13 3.69 -0.006
C 7.35 4.34 3.48 -0.072
C 7.67 4.77 2.20 -0.115
C 7.36 3.98 1.11 -0.409
P 7.83 4.68 -0.53 0.901
C 8.71 3.33 -1.44 -0.317
C 6.24 4.86 -1.44 -0.312
H 9.71 -2.37 2.69 0.084
H 8.69 -3.71 2.18 0.076
H 8.30 -2.84 3.66 0.072
H 6.80 -2.13 1.79 0.121
H 7.66 -1.54 -0.35 0.070
H 8.91 -2.67 0.18 0.069
H 9.19 -0.97 0.36 0.076
H 8.77 -0.31 3.06 0.114
H 8.03 0.35 1.65 0.075
H 6.99 0.16 4.36 0.118
H 6.05 -0.91 3.39 0.108
H 3.59 -0.13 3.51 0.122
H -0.11 -2.40 1.36 0.047
H 1.46 -0.62 4.34 0.069
H 1.96 -2.24 -1.62 0.132
H 1.28 1.35 -1.14 0.113
H 3.97 0.72 -1.31 0.116
H 6.51 2.78 4.68 0.118
H 7.58 4.98 4.32 0.105
H 8.16 5.72 2.05 0.089
H 9.40 3.74 -2.16 0.024
H 7.98 2.73 -1.98 -0.004
H 9.19 2.66 -0.73 0.031
H 6.40 5.60 -2.21 0.022
H 5.45 5.18 -0.78 0.037
H 5.91 3.93 -1.91 0.003
O 3.22 6.01 5.20 0.104
C 2.65 4.93 5.19 -0.319
C 2.37 4.17 3.99 0.076
C 1.72 3.00 4.08 -0.231
O 1.43 2.23 3.05 0.105
C 1.27 2.44 5.41 -0.299
O 0.71 1.36 5.40 0.104
C 1.57 3.20 6.61 0.075
C 2.21 4.37 6.51 -0.235
O 2.52 5.12 7.56 0.119
H 2.70 4.57 3.04 0.135
H 0.92 1.47 3.39 0.073
H 1.26 2.78 7.56 0.136
H 2.97 5.90 7.21 0.120
O -5.49 -2.94 -3.01 0.096
C -4.57 -2.75 -2.23 -0.318
C -3.18 -2.97 -2.56 0.080
C -2.23 -2.74 -1.65 -0.210
O -0.94 -2.91 -1.92 0.115
C -2.57 -2.27 -0.25 -0.268
O -1.68 -2.11 0.56 0.098
C -3.97 -2.03 0.07 0.086
C -4.91 -2.25 -0.86 -0.235
O -6.20 -2.06 -0.63 0.119
H -2.95 -3.31 -3.56 0.138
H -0.41 -2.65 -1.14 0.085
H -4.20 -1.68 1.06 0.140
H -6.66 -2.31 -1.46 0.115
O -8.63 3.79 -2.07 0.110
C -8.44 2.68 -2.52 -0.315
C -7.15 2.01 -2.52 0.081
C -7.03 0.79 -3.06 -0.233
O -5.88 0.12 -3.09 0.108
C -8.20 0.08 -3.67 -0.318
O -8.01 -1.02 -4.16 0.101
C -9.49 0.73 -3.65 0.063
C -9.61 1.95 -3.11 -0.247
O -10.77 2.61 -3.07 0.121
H -6.31 2.53 -2.08 0.136
H -6.07 -0.73 -3.55 0.096
H -10.33 0.21 -4.08 0.127
H -10.58 3.46 -2.63 0.121
O 3.83 -3.74 2.94 0.110
C 4.62 -4.02 3.81 -0.312
C 5.77 -4.88 3.61 0.066
C 6.60 -5.14 4.63 -0.252
O 7.67 -5.91 4.53 0.112
C 6.36 -4.57 6.00 -0.321
O 7.16 -4.87 6.88 0.103
C 5.23 -3.69 6.20 0.074
C 4.40 -3.43 5.18 -0.236
O 3.35 -2.64 5.27 0.096
H 5.93 -5.29 2.62 0.137
H 8.08 -5.93 5.41 0.120
H 5.08 -3.27 7.19 0.135
H 2.91 -2.64 4.39 0.080
O -10.67 -6.69 -3.15 0.109
C -10.97 -5.52 -3.02 -0.315
C -11.63 -4.99 -1.84 0.074
C -11.93 -3.68 -1.79 -0.237
O -12.54 -3.12 -0.75 0.117
C -11.60 -2.74 -2.92 -0.311
O -11.92 -1.58 -2.79 0.098
C -10.92 -3.27 -4.08 0.074
C -10.61 -4.58 -4.13 -0.234
O -9.99 -5.13 -5.16 0.123
H -11.87 -5.67 -1.04 0.136
H -12.64 -2.17 -0.98 0.119
H -10.66 -2.59 -4.88 0.133
H -9.90 -6.08 -4.94 0.121
O -8.19 4.98 -7.25 0.112
C -7.50 4.01 -7.48 -0.313
C -6.29 4.05 -8.29 0.075
C -5.60 2.93 -8.50 -0.237
O -4.49 2.88 -9.23 0.118
C -6.04 1.60 -7.93 -0.312
O -5.36 0.63 -8.19 0.113
C -7.23 1.57 -7.11 0.080
C -7.92 2.70 -6.89 -0.230
O -9.02 2.74 -6.15 0.113
H -5.99 5.01 -8.70 0.136
H -4.20 1.95 -9.22 0.120
H -7.53 0.62 -6.69 0.132
H -9.31 3.68 -6.16 0.125
```

HOMO energy, record by record: -5.31; -8.23 eV
Gap between HOMO and LUMO, record by record: 4.6; 6.7 eV